{"formula": "CH3NO3S", "method": "ωB97M-V with the def2-TZVPD basis set", "relative_energy_kcal_mol": 68.79, "e_tot_ha": -718.46144, "multiplicity": 1, "homo_energy_ev": -10.82, "lumo_ev": 0.60, "homo_lumo_gap_ev": 11.414, "symbols": ["C", "N", "O", "O", "O", "S", "H", "H", "H"], "xyz": [[-1.24676, 0.64985, -0.29406], [0.17681, -1.36636, -0.02507], [-1.71186, 0.12226, 0.68991], [2.31958, 0.26563, 0.17543], [0.00414, 1.17806, -0.29592], [0.94157, -0.09594, 0.35342], [-1.76824, 0.77533, -1.34629], [0.60900, -1.71301, -0.85422], [0.67576, 0.18417, 1.59680]]}